{"formula": "C10H18N2O2S", "method": "ωB97M-V with the def2-TZVPD basis set", "s2": 2.008, "homo_energy_ev": [-5.44, -9.52], "homo_lumo_gap_ev": [6.17, 7.32], "spin_multiplicity": 3, "e_lumo_ev": [0.74, -2.20], "symbols": ["H", "C", "H", "H", "N", "H", "H", "H", "C", "H", "H", "S", "H", "C", "C", "C", "C", "O", "C", "O", "H", "H", "H", "H", "H", "H", "H", "H", "N", "H", "C", "C", "C"], "coordinates": [[-1.84212, 0.91521, 1.01669], [1.85656, -2.16974, -0.01296], [-0.37249, -0.38916, 1.72896], [-2.04745, 2.54192, -1.23745], [3.37668, -0.36031, 0.44151], [2.45856, -2.98484, -0.14432], [-3.97530, 1.51970, -0.36720], [5.74885, -0.53427, 1.32466], [-2.53131, 0.21086, 0.61064], [2.04940, 1.16287, -0.95715], [-2.01869, -1.81802, 1.10627], [4.45545, 0.67230, -0.07892], [-1.80253, -1.38359, -0.68317], [6.09353, 0.04928, 0.53941], [0.55078, -2.08627, 0.46632], [1.48450, 0.31253, -0.58044], [-2.12828, 1.45622, -1.52206], [4.16880, 1.96485, 0.48948], [-0.21749, -0.87524, 0.68500], [4.49809, 0.60104, -1.56724], [-1.13215, 0.93925, -1.51005], [-3.35400, 0.11864, 1.23452], [-2.48128, 1.54151, -2.55963], [-0.18239, 1.15368, 0.09705], [6.83125, 0.71640, 0.92119], [6.46266, -0.40426, -0.34944], [0.23345, -2.99907, 0.94899], [3.03006, -1.08386, -1.41185], [0.34169, 0.31273, 0.02209], [-3.55900, 0.00903, -1.38411], [-1.71537, -1.09540, 0.37180], [2.48072, -0.88326, -0.48067], [-3.20861, 0.84400, -0.66585]], "forces_ev_per_angstrom": [[0.143, 0.955, 0.603], [-4.519, 3.985, 1.026], [1.069, -1.976, -0.539], [0.649, -0.872, -0.031], [1.297, -1.817, 2.763], [0.908, -2.432, 0.050], [-0.664, 0.436, -0.098], [-0.044, -1.843, 1.302], [0.048, -0.250, -2.582], [-1.042, 0.278, 0.252], [-0.402, -0.813, -0.192], [2.661, 2.630, -3.695], [-0.296, -0.484, 0.334], [-1.801, 0.880, -1.316], [4.633, -1.864, 0.325], [4.655, -0.665, -3.681], [0.175, 2.220, -0.817], [-0.196, -0.333, 0.366], [-1.706, 3.273, 1.334], [0.353, -0.013, 2.465], [-1.269, 0.495, -0.127], [-1.110, -0.735, 1.892], [0.286, -0.221, 0.085], [-0.126, 0.367, 0.038], [-0.079, 1.274, 0.069], [0.370, -1.018, -0.282], [-0.773, -0.091, -0.225], [-0.416, 0.510, -0.237], [-2.953, -1.246, 1.569], [-0.381, 0.959, 1.751], [0.099, 1.467, -0.734], [-1.715, 0.130, -0.649], [2.147, -3.184, -1.021]], "lowdin_charge": [0.082, 0.021, 0.179, 0.090, -0.016, 0.074, 0.089, 0.023, -0.185, 0.098, 0.107, 0.592, 0.123, -0.082, -0.020, -0.116, -0.144, -0.299, -0.316, -0.345, 0.070, 0.077, 0.069, 0.108, 0.060, 0.048, 0.108, 0.136, 0.002, 0.129, -0.136, -0.384, -0.242]}

---

{"formula": "C3H4BrClO", "method": "ωB97M-V with the def2-TZVPD basis set", "homo_energy_ev": -10.37, "homo_lumo_gap_ev": 10.49, "e_lumo_ev": 0.12, "symbols": ["Cl", "H", "H", "H", "C", "Br", "C", "H", "O", "C"], "coordinates": [[-1.35458, 1.62951, 1.45747], [0.52176, -0.32183, 1.49546], [-1.51647, 0.48420, -1.64492], [0.72786, 0.35812, -1.30553], [0.33920, 0.55119, -0.38615], [-0.42705, 3.25749, -0.81953], [0.88152, -0.27768, 0.51857], [1.59142, -0.91315, 0.13171], [-2.06749, 0.86525, -1.02574], [-0.67747, 1.50991, -0.09720]], "forces_ev_per_angstrom": [[0.094, -0.270, 0.868], [-0.110, -0.087, 1.591], [1.372, -1.596, -2.640], [0.558, 0.552, -3.027], [1.094, -1.534, 3.532], [0.315, 0.063, -0.267], [-1.782, 1.908, -1.309], [1.550, -1.601, -0.261], [1.447, 2.756, 4.049], [-4.538, -0.193, -2.536]], "lowdin_charge": [0.708, 0.036, -0.034, 0.080, -0.274, 0.742, 0.072, 0.046, -0.170, -1.206]}

---

{"formula": "C3H4F2O", "method": "ωB97M-V with the def2-TZVPD basis set", "s2": 2.004, "homo_energy_ev": [-7.38, -10.59], "homo_lumo_gap_ev": [8.39, 8.49], "spin_multiplicity": 3, "e_lumo_ev": [1.01, -2.09], "symbols": ["C", "O", "F", "H", "F", "H", "C", "H", "H", "C"], "coordinates": [[2.62063, -2.10082, 1.68039], [1.79476, -1.81783, 2.60433], [2.19092, -1.55942, 0.33794], [1.02526, 1.02989, -0.18059], [-0.16557, 0.24148, 1.30375], [-0.59436, 0.82257, -1.94613], [0.00301, 0.65130, -0.02478], [-1.86647, 0.20337, -0.85785], [0.93046, -1.41942, 2.28104], [-0.90688, 0.54435, -0.95288]], "forces_ev_per_angstrom": [[-0.567, 1.126, -5.141], [-2.362, 0.985, 2.234], [1.555, -1.327, 2.652], [-0.660, -0.304, 0.218], [-0.117, 0.405, -1.319], [0.044, 0.211, -0.090], [1.174, -0.205, 1.299], [-2.173, -0.917, 0.574], [1.331, -0.657, 0.173], [1.776, 0.683, -0.600]], "lowdin_charge": [-0.047, 0.016, -0.127, 0.117, -0.051, 0.066, -0.183, 0.037, 0.135, 0.037]}

---

{"formula": "C18H15CoN5O3", "method": "ωB97M-V with the def2-TZVPD basis set", "charge": 1, "homo_energy_ev": [-12.20, -12.20], "homo_lumo_gap_ev": [7.76, 7.75], "e_lumo_ev": [-4.44, -4.45], "symbols": ["H", "N", "C", "H", "C", "C", "C", "H", "H", "H", "O", "N", "C", "H", "C", "C", "C", "H", "C", "C", "N", "H", "H", "C", "O", "N", "N", "C", "H", "C", "C", "H", "H", "O", "H", "C", "H", "C", "Co", "C", "H", "C"], "coordinates": [[-0.62239, -1.62404, 3.62832], [0.92270, -0.49593, -2.63972], [-3.76837, -0.55061, -1.71005], [-4.65823, -1.55133, -3.39102], [-3.73953, -1.21078, -2.93276], [-1.79877, 1.11040, 5.25566], [-0.93270, -0.60490, 3.80473], [0.24109, -2.21304, -3.65955], [0.05000, -0.70657, -4.54048], [2.05167, 1.37663, 1.12983], [0.35936, -1.42505, 0.03416], [-1.40492, -0.35490, -1.76565], [-1.36538, -0.98220, -2.95501], [-1.18772, 2.36486, 2.16430], [2.26651, -0.55934, -2.86706], [4.11588, 1.19422, 0.49554], [4.37705, 0.16410, -1.65222], [-4.69751, -0.35729, -1.19468], [-1.25481, 1.65745, 2.97653], [-1.40344, -0.20520, 5.04275], [-0.38462, -0.04284, 1.48487], [4.96487, -0.19769, -2.48416], [-2.53268, 0.38978, -0.21238], [-0.86963, 0.34198, 2.79264], [2.80878, -1.00504, -3.84968], [2.21298, 0.47128, -0.70915], [-0.05783, -1.22618, 1.24598], [-1.72396, 2.03580, 4.22690], [-2.16481, 1.41177, 6.22752], [2.74474, 1.03918, 0.37127], [-2.52834, -1.42596, -3.56241], [-2.47296, -1.93109, -4.51680], [-1.46048, -0.92715, 5.84554], [-0.30268, 0.89857, 0.55120], [6.01371, 0.85475, -0.44332], [4.94045, 0.74786, -0.52391], [-2.02989, 3.05974, 4.39094], [-2.57878, -0.13785, -1.15495], [0.33938, 0.06067, -1.03974], [3.00845, 0.04711, -1.70406], [4.52050, 1.65961, 1.38246], [0.00232, -1.15081, -3.54235]], "forces_ev_per_angstrom": [[-0.001, 0.003, 0.000], [-0.011, 0.079, -0.143], [0.012, 0.014, 0.010], [0.000, 0.003, 0.000], [-0.008, -0.009, -0.009], [0.002, -0.005, -0.003], [-0.008, -0.003, 0.030], [0.004, -0.001, 0.010], [-0.013, -0.010, -0.003], [0.011, -0.002, 0.009], [-0.031, 0.183, 0.013], [0.057, -0.018, 0.019], [-0.009, 0.007, 0.001], [-0.001, -0.002, 0.000], [0.047, 0.043, -0.004], [-0.036, 0.014, 0.014], [0.014, 0.024, 0.018], [0.000, -0.004, 0.000], [-0.009, 0.025, 0.025], [-0.001, 0.000, -0.002], [-0.021, 0.039, 0.027], [0.000, -0.001, 0.001], [-0.008, -0.007, 0.001], [0.040, -0.054, -0.092], [-0.003, -0.023, 0.024], [-0.035, -0.059, 0.017], [0.009, 0.027, -0.001], [0.005, -0.002, -0.009], [0.000, 0.001, 0.000], [0.026, 0.006, -0.030], [-0.004, 0.016, -0.005], [0.000, 0.003, -0.001], [-0.002, 0.003, 0.003], [0.010, -0.065, 0.005], [-0.001, 0.004, -0.001], [0.016, -0.012, -0.023], [-0.001, 0.000, 0.004], [-0.002, 0.000, -0.018], [-0.029, -0.166, 0.108], [-0.031, -0.030, -0.006], [0.003, -0.005, 0.000], [0.010, -0.016, 0.012]], "lowdin_charge": [0.115, -0.049, -0.023, 0.124, -0.018, -0.059, -0.010, 0.151, 0.149, 0.120, -0.104, 0.039, -0.202, 0.116, -0.435, -0.015, 0.041, 0.119, -0.008, -0.056, -0.166, 0.135, 0.117, -0.167, 0.129, 0.043, 0.082, -0.056, 0.114, -0.059, 0.014, 0.132, 0.115, -0.157, 0.124, -0.008, 0.114, -0.066, 0.691, -0.142, 0.120, -0.102]}

---

{"formula": "C3H8NO3S", "method": "ωB97M-V with the def2-TZVPD basis set", "s2": 0.759, "homo_energy_ev": [-9.44, -9.37], "homo_lumo_gap_ev": [9.96, 4.93], "spin_multiplicity": 2, "e_lumo_ev": [0.52, -4.44], "symbols": ["C", "O", "H", "C", "O", "H", "S", "N", "C", "H", "H", "H", "H", "H", "H", "O"], "coordinates": [[-0.46427, 0.88357, 0.30048], [-0.22335, 1.63728, 1.26586], [-1.09765, 3.64830, -2.33539], [0.64220, -1.30737, -0.48193], [-0.60295, 1.28122, -0.83137], [-0.62046, 2.32506, -2.38402], [0.82738, -3.06891, 0.06035], [0.64797, -0.86780, 2.01499], [-0.15152, -0.68596, 0.67514], [1.51144, -0.26541, 2.01609], [0.08512, -3.17199, 1.12990], [0.08654, -0.29426, 2.73072], [-1.18467, -1.00306, 0.72554], [1.50769, -0.71355, -0.52354], [0.07578, -1.35254, -1.40206], [-1.03925, 2.95543, -2.96075]], "forces_ev_per_angstrom": [[3.176, -2.772, 3.492], [-0.692, 1.227, -0.123], [-0.443, 1.722, 0.654], [-2.427, -1.455, 2.223], [-0.808, 0.515, -1.326], [0.238, -0.858, -0.201], [1.564, -0.556, -1.854], [-2.442, 3.523, -0.839], [0.594, 1.531, -0.152], [-0.749, -0.950, -0.637], [-0.551, 0.587, 0.702], [0.690, -1.328, -1.051], [0.013, -1.077, 0.563], [1.650, 0.067, -0.498], [0.064, 0.398, -0.143], [0.123, -0.573, -0.811]], "lowdin_charge": [-0.567, 0.108, 0.010, -0.471, 0.230, -0.025, 0.713, 0.058, -0.331, 0.105, -0.171, 0.108, 0.131, 0.070, 0.072, -0.039]}

---

{"formula": "C10H20N6O4", "method": "ωB97M-V with the def2-TZVPD basis set", "homo_energy_ev": -8.44, "homo_lumo_gap_ev": 8.88, "e_lumo_ev": 0.45, "smiles": "[H]/N=C(/N)NCCC[C@H](N)C(=O)N[C@@H](CC(N)=O)C(=O)O", "symbols": ["C", "H", "N", "H", "C", "O", "C", "H", "H", "H", "H", "H", "H", "H", "H", "H", "O", "H", "C", "H", "C", "H", "H", "N", "N", "C", "C", "H", "N", "O", "N", "H", "O", "H", "C", "C", "H", "H", "C", "N"], "coordinates": [[2.16901, -1.02449, -1.16271], [0.93654, 2.62142, 1.92242], [-1.10969, -1.26519, -2.89129], [-0.60677, 2.61083, -0.14772], [3.57237, -0.42041, -1.37922], [1.17508, 1.42405, -0.13493], [0.78133, 0.57148, 2.08431], [-3.92992, 2.63379, 0.26342], [-2.26199, 0.00690, 2.58417], [0.33484, -1.52229, 2.43098], [-0.00547, -0.37811, 3.75964], [1.78415, -1.44371, 0.90866], [4.68624, 0.13833, -2.81171], [-1.88823, -1.63665, 2.58159], [-1.29136, -1.51355, 0.12091], [-2.88258, -1.02323, 0.63816], [3.80334, -0.27204, -2.68015], [1.82688, -1.04939, -3.17706], [-0.09808, -0.50839, 2.64333], [-1.89440, -1.92612, -2.90585], [1.24069, -0.69028, -2.31516], [-0.65933, 0.52985, -0.53500], [1.67678, 0.32570, 2.71137], [0.34955, 1.94271, 2.39703], [-1.62910, 0.45809, -0.14583], [-1.56942, -0.71328, 2.13607], [-2.21002, 1.73258, 0.14628], [2.33903, -2.05514, -1.21014], [1.70379, -0.70677, 0.22824], [-0.05044, -2.54550, -1.40756], [-3.57018, 1.67598, 0.35583], [-1.23282, -0.35679, -3.23930], [4.42318, -0.17496, -0.54626], [-4.14324, 0.91851, -0.13330], [-0.05223, -1.56459, -2.15497], [-1.85841, -0.74951, 0.67971], [1.07531, 0.39323, -2.45773], [-0.55599, 2.21132, 2.03677], [1.19605, 0.46224, 0.63239], [-1.57448, 2.88337, 0.17460]], "forces_ev_per_angstrom": [[0.392, 2.575, 1.742], [0.373, -0.285, 0.137], [-1.141, -1.011, -0.519], [-0.872, 0.814, 0.878], [0.913, 0.284, 1.168], [-0.091, -0.026, -0.069], [0.640, 1.089, 0.631], [-0.170, -0.862, 0.158], [0.236, 0.327, 0.036], [0.216, 0.889, 0.214], [-0.692, -0.239, -1.061], [-0.067, -0.087, -0.151], [-0.517, -0.384, 0.311], [-0.204, -0.730, 0.035], [-0.284, 0.003, 0.599], [-1.149, -0.284, -0.467], [0.718, 0.520, -1.021], [-0.798, 0.110, -0.040], [-1.209, -1.602, 0.214], [0.583, 0.688, 0.234], [-0.704, -0.449, 0.077], [-1.587, 0.159, 0.858], [0.019, 0.800, -0.833], [0.349, -0.326, 0.465], [0.684, 0.913, -0.149], [0.873, 1.505, 1.769], [1.196, 0.098, -0.554], [0.048, -1.736, 0.233], [0.268, -1.307, -1.248], [0.312, 0.529, -0.667], [-1.347, -0.360, -0.487], [-0.201, 1.051, -0.635], [-1.360, -0.322, -0.617], [1.482, 1.705, 0.964], [1.608, -0.752, 1.026], [0.976, 0.057, -1.696], [-0.109, -0.581, 0.218], [-0.376, -0.597, -0.050], [0.954, 0.454, -0.533], [0.034, -2.630, -1.169]], "lowdin_charge": [-0.176, 0.076, 0.186, 0.034, -0.462, 0.023, -0.324, 0.097, 0.111, 0.115, 0.133, 0.144, 0.154, 0.103, 0.099, 0.093, 0.100, 0.130, -0.147, 0.139, -0.042, 0.091, 0.157, 0.074, 0.035, -0.174, -0.560, 0.140, 0.157, 0.019, 0.094, 0.094, 0.113, 0.129, -0.532, -0.210, 0.132, 0.034, -0.460, 0.082]}